Record 1
67
Properties=species:S:1:pos:R:3 method="wB97M-V/def2-TZVPD" relative_energy_kcal_mol=176.3 total_charge=-1 lumo_energy_ev=0.897 orbital_gap_ha=0.303 e_homo_ev=-7.34
O 0.404 2.147 -2.777
C -0.020 1.241 -2.074
O 0.757 0.450 -1.485
B -0.085 -0.335 -0.543
O -1.452 0.213 -0.780
C -1.383 1.120 -1.576
O -2.220 2.011 -1.732
O 0.328 -0.098 0.794
C 0.476 -1.275 1.374
O 0.962 -1.499 2.477
C 0.178 -2.239 0.401
O -0.001 -1.742 -0.756
O 0.041 -3.445 0.530
O -3.958 -0.830 -2.694
H -4.599 -0.390 -2.209
H -3.474 -1.061 -1.888
O -4.186 1.134 0.208
H -4.577 1.385 1.010
H -3.618 1.787 -0.134
O -1.027 -4.365 -1.840
H -0.527 -5.146 -1.987
H -0.561 -3.665 -1.345
O 3.320 -1.532 5.665
H 2.608 -1.442 4.926
H 3.751 -2.441 5.247
O -1.985 1.134 2.119
H -2.284 0.960 1.106
H -1.992 0.295 2.456
O 0.166 -3.490 3.745
H 0.139 -2.543 3.532
H 0.949 -3.783 3.371
O 1.965 2.628 0.878
H 2.244 3.464 1.435
H 1.143 2.453 1.266
O -4.636 2.441 -2.957
H -3.717 2.331 -2.886
H -4.998 2.724 -2.125
O -3.142 -1.934 -0.243
H -2.627 -1.659 0.661
H -2.861 -2.745 -0.405
O 2.312 -4.317 2.093
H 2.341 -4.178 1.147
H 2.321 -5.393 2.164
O 3.393 -0.326 -3.513
H 3.162 0.045 -2.550
H 3.249 0.745 -3.890
O -0.576 2.673 1.755
H -0.976 1.749 1.911
H -1.100 2.942 1.072
O 2.157 1.692 -4.869
H 1.926 1.192 -5.632
H 1.381 1.981 -4.233
O -2.822 3.943 0.391
H -2.215 4.459 0.022
H -2.953 4.264 1.212
O 3.091 -3.272 -1.090
H 4.014 -3.571 -1.419
H 2.509 -2.919 -1.833
O 1.424 4.149 -1.437
H 0.960 3.638 -2.159
H 1.508 3.618 -0.682
O 3.623 1.190 -1.016
H 4.006 0.560 -0.379
H 3.020 1.622 -0.522
O 1.938 0.460 4.352
H 1.110 0.725 4.832
H 1.695 0.069 3.507


Record 2
67
Properties=species:S:1:pos:R:3 method="wB97M-V/def2-TZVPD" relative_energy_kcal_mol=3.1 spin_multiplicity=2 total_charge=0 lumo_energy_ev="-1.617 / -8.406" orbital_gap_ha="0.351 / 0.089" e_homo_ev="-11.16 / -10.82"
O 0.394 1.147 3.000
C 0.416 0.720 1.860
O -0.634 0.668 1.124
B -0.329 -0.066 -0.088
O 1.136 -0.371 0.017
C 1.629 0.157 1.168
O 2.810 0.046 1.588
O -0.575 0.658 -1.315
C -1.156 -0.238 -2.205
O -1.304 0.006 -3.370
C -1.620 -1.482 -1.422
O -1.122 -1.370 -0.158
O -2.198 -2.415 -1.930
O -4.385 -1.230 0.351
H -4.327 -2.060 -0.122
H -4.896 -0.661 -0.225
O 3.728 2.407 3.849
H 4.022 1.508 3.704
H 4.398 2.792 4.414
O -1.683 -4.240 1.503
H -2.135 -3.422 1.709
H -1.757 -4.323 0.553
O -1.465 -4.423 -3.918
H -1.631 -4.199 -4.834
H -1.772 -3.661 -3.426
O -2.365 3.232 1.366
H -2.072 2.337 1.536
H -1.992 3.746 2.083
O 3.519 3.805 1.182
H 3.348 2.869 1.076
H 3.286 3.991 2.091
O 5.309 0.026 0.160
H 4.906 0.034 1.028
H 4.642 -0.358 -0.410
O -3.317 2.247 -2.675
H -3.711 1.401 -2.460
H -3.602 2.830 -1.972
O 3.517 -2.229 -1.508
H 2.846 -2.510 -0.886
H 3.035 -1.745 -2.178
O -0.911 -0.090 4.872
H -1.582 0.491 5.230
H -0.572 0.377 4.108
O -4.374 -4.339 -0.910
H -4.762 -4.861 -0.208
H -3.590 -4.825 -1.166
O -2.131 -0.926 -6.050
H -1.287 -1.376 -6.053
H -2.156 -0.467 -5.210
O 1.892 1.398 -3.752
H 2.273 1.394 -2.874
H 0.961 1.569 -3.609
O 0.051 3.799 -0.388
H -0.519 3.092 -0.085
H 0.059 3.709 -1.341
O 1.292 3.137 4.886
H 2.164 2.840 4.623
H 0.739 2.959 4.125
O -0.868 3.172 -2.940
H -1.043 3.422 -3.848
H -1.712 2.867 -2.608
O 1.338 -3.324 -0.326
H 1.398 -3.663 0.568
H 0.481 -2.899 -0.364
O 3.685 -0.911 4.266
H 3.394 -1.385 5.046
H 2.889 -0.786 3.750


Record 3
56
Properties=species:S:1:pos:R:3 method="wB97M-V/def2-TZVPD" relative_energy_kcal_mol=66.2 total_charge=+1 lumo_energy_ev=-2.555 orbital_gap_ha=0.391 e_homo_ev=-13.20
C 0.056 -2.472 1.557
C 1.215 -3.207 0.943
C 1.242 -3.369 -0.536
C -0.037 -3.075 -1.233
O 0.231 -1.913 -1.929
O -1.134 -3.567 -1.322
N 0.324 -0.923 1.573
H -0.852 -2.517 0.861
H -0.335 -2.793 2.536
H 1.575 -4.114 1.472
H 2.322 -3.024 1.209
H 1.473 -4.372 -0.871
H 2.128 -2.880 -1.119
H -0.660 -1.662 -2.258
H -0.456 -0.637 0.955
H 0.268 -0.378 2.484
H 1.187 -0.822 1.064
H -1.701 0.893 -0.508
H -2.805 1.441 0.508
O -1.849 1.501 0.247
H -4.540 -0.214 1.752
H -4.735 0.129 0.410
O -4.037 0.089 1.017
H 0.850 1.488 3.694
H -0.613 1.748 3.178
O 0.021 1.041 3.463
H 3.787 -1.139 0.650
H 4.020 -0.391 1.985
O 3.512 -1.106 1.596
H -0.752 3.750 2.169
H 0.603 4.220 2.706
O -0.253 3.879 2.994
H -2.596 0.744 -3.307
H -2.174 -0.671 -2.919
O -2.270 0.184 -2.535
H 0.856 2.638 -2.435
H 1.173 2.456 -0.846
O 1.066 2.090 -1.681
H -1.078 4.117 -0.714
H -2.107 3.072 -0.293
O -2.045 3.964 -0.720
H 1.954 0.058 -1.508
H 3.298 -0.331 -1.984
O 2.936 0.001 -1.130
H 2.743 1.869 0.678
H 1.608 2.032 1.625
O 2.408 1.546 1.485
H 0.235 -0.448 -4.654
H -0.097 -2.021 -4.440
O -0.354 -1.131 -4.317
H 2.516 4.154 1.127
H 1.334 4.587 0.183
O 1.635 3.951 0.801
H -2.761 -2.308 -0.794
H -2.859 -0.819 -0.076
O -2.360 -1.617 -0.240


Record 4
58
Properties=species:S:1:pos:R:3 method="wB97M-V/def2-TZVPD" relative_energy_kcal_mol=37.6 total_charge=0 lumo_energy_ev=0.097 orbital_gap_ha=0.337 e_homo_ev=-9.08
N 1.157 -0.106 1.694
C 0.522 0.722 0.628
C -0.040 1.940 1.385
C 0.974 3.001 1.767
O 2.199 2.525 2.324
C -0.515 -0.055 -0.203
N -0.118 -0.472 -1.533
H 1.692 -0.886 1.318
H 0.440 -0.569 2.249
H 2.099 1.596 2.573
H 1.308 1.029 -0.059
H -0.646 1.610 2.224
H -0.625 2.405 0.582
H 1.287 3.554 0.874
H 0.511 3.782 2.381
H -1.439 0.504 -0.354
H -0.843 -0.912 0.392
H -0.039 0.304 -2.172
H 0.693 -1.071 -1.582
H -3.878 0.701 -2.229
H -2.928 1.500 -1.294
O -3.572 0.771 -1.327
H -4.959 -1.460 0.595
H -4.055 -0.376 -0.065
O -4.706 -0.535 0.655
H -2.738 -3.364 -0.163
H -1.611 -2.466 -0.733
O -1.786 -3.243 -0.189
H -3.773 -1.652 -2.966
H -2.691 -2.518 -2.803
O -3.536 -2.367 -2.355
H 1.392 -3.307 2.981
H -0.190 -3.238 3.194
O 0.592 -3.809 3.130
H 2.782 1.341 -1.617
H 3.158 2.789 -1.232
O 2.655 2.273 -1.882
H 1.167 3.621 -2.058
H 0.774 4.899 -1.397
O 0.399 4.042 -1.626
H 3.014 -0.979 -1.551
H 3.224 -0.554 -0.128
O 3.317 -0.209 -1.020
H -3.086 3.425 -2.046
H -1.525 3.148 -2.370
O -2.442 2.900 -2.522
H 2.812 -3.258 -1.797
H 1.846 -3.069 -0.581
O 2.279 -2.598 -1.345
H -1.968 -1.506 2.314
H -1.910 -1.838 3.836
O -1.395 -1.814 3.025
H 0.103 -3.991 0.730
H 1.499 -4.694 0.777
O 0.904 -4.182 0.224
H 3.483 2.579 0.913
H 4.534 1.622 0.180
O 4.200 2.517 0.258